{"formula": "C26H23N3O4S", "method": "ωB97M-V/def2-TZVPD", "lumo_ha": -0.0101, "gap_ev": 7.93, "max_force_ev_per_a": 1.16, "homo_ev": -8.2, "e_above_lowest_kcal_mol": 8.06, "smiles": "CCc1ccc(-c2cc(C(=O)Nc3ccc(S(=O)(=O)NC(C)=O)cc3)c3ccccc3n2)cc1", "e_tot_ev": -50832.031, "symbols": ["C", "H", "H", "H", "C", "C", "C", "C", "C", "C", "C", "H", "H", "C", "N", "C", "C", "C", "C", "C", "C", "C", "C", "H", "C", "O", "N", "C", "C", "C", "C", "C", "C", "H", "H", "S", "O", "O", "N", "C", "O", "C", "H", "H", "H", "H", "H", "H", "H", "H", "H", "H", "H", "H", "H", "H", "H"], "coordinates": [[-3.622946, -4.590191, -0.878832], [-3.282541, -4.603503, -1.911689], [-4.664177, -4.902885, -0.852596], [-3.030536, -5.307822, -0.315138], [-3.469626, -3.189012, -0.283190], [-2.039012, -2.745601, -0.321601], [-1.507323, -2.193037, -1.481026], [-0.196839, -1.763926, -1.529317], [0.626337, -1.877906, -0.409552], [0.104834, -2.474185, 0.738999], [-1.205552, -2.901956, 0.778882], [-1.597905, -3.340854, 1.684235], [0.746636, -2.569460, 1.601028], [1.960686, -1.275288, -0.336569], [2.771911, -1.672976, 0.615456], [3.915452, -1.005286, 0.839339], [4.798664, -1.500711, 1.821746], [5.932195, -0.808281, 2.143839], [6.230543, 0.407602, 1.509208], [5.396894, 0.917430, 0.551002], [4.234579, 0.217441, 0.179011], [3.330197, 0.647459, -0.827828], [2.267170, -0.157315, -1.149764], [1.610811, 0.105009, -1.963047], [3.466344, 1.976175, -1.491166], [4.482615, 2.415114, -1.979933], [2.304012, 2.715053, -1.541937], [1.032561, 2.350825, -1.085852], [0.851522, 1.841041, 0.203370], [-0.375628, 1.333507, 0.580437], [-1.422732, 1.368204, -0.319366], [-1.291109, 1.951349, -1.563301], [-0.060995, 2.452189, -1.947625], [0.069548, 2.886078, -2.928196], [-2.140047, 1.972470, -2.227735], [-2.983851, 0.652735, 0.118560], [-3.636744, 0.115586, -1.038278], [-2.886495, -0.157179, 1.287216], [-3.952760, 2.025312, 0.483047], [-3.582913, 2.938000, 1.426174], [-2.472931, 2.928177, 1.898586], [-4.653118, 3.941223, 1.786143], [-5.015820, 4.443388, 0.892487], [-5.486149, 3.428031, 2.261548], [-4.240812, 4.672082, 2.475453], [-4.882840, 2.024865, 0.097159], [-0.541739, 0.909423, 1.556008], [1.681394, 1.825635, 0.892245], [2.358611, 3.516184, -2.159989], [5.636094, 1.840340, 0.045577], [7.130093, 0.939845, 1.780554], [6.607457, -1.191230, 2.894987], [4.545214, -2.432877, 2.301561], [0.184622, -1.350161, -2.451529], [-2.139265, -2.079471, -2.349328], [-3.821353, -3.189230, 0.749266], [-4.073266, -2.477403, -0.848761]], "forces_ev_per_angstrom": [[-0.1, 0.2, 0.1], [0.0, 0.0, -0.1], [-0.1, -0.1, 0.0], [0.0, -0.1, 0.0], [0.0, -0.2, -0.1], [0.0, 0.0, 0.0], [0.0, -0.1, 0.0], [0.2, 0.0, 0.1], [-0.5, -0.3, 0.0], [0.1, 0.0, -0.1], [0.0, 0.0, -0.1], [-0.1, 0.0, 0.1], [0.0, 0.0, 0.1], [0.6, 0.2, 0.1], [-0.5, -0.4, -0.1], [0.4, 0.6, -0.1], [0.2, 0.1, 0.1], [-0.1, -0.2, 0.0], [-0.1, 0.2, -0.2], [0.3, 0.1, 0.1], [-0.3, -0.3, 0.1], [0.0, -0.7, -0.1], [0.6, 0.1, 0.0], [-0.1, 0.1, 0.1], [-0.1, 0.1, -0.1], [0.2, -0.1, 0.0], [0.0, 0.5, -0.2], [-0.7, -0.1, 0.3], [-0.2, 0.2, -0.1], [0.1, 0.0, 0.1], [-0.5, -0.2, 0.1], [-0.1, 0.0, -0.1], [0.2, 0.0, 0.1], [0.0, 0.0, -0.1], [-0.1, 0.0, -0.2], [-0.7, 0.5, 0.0], [0.0, 0.2, -0.3], [0.4, 0.3, 0.2], [0.5, -1.0, -0.5], [-0.1, 0.5, 0.3], [0.2, 0.1, 0.4], [0.2, 0.0, 0.0], [-0.1, 0.1, -0.1], [-0.1, 0.0, 0.0], [0.0, 0.0, 0.0], [0.0, -0.1, -0.1], [0.1, 0.0, 0.2], [0.1, 0.0, 0.1], [0.1, -0.1, 0.1], [0.0, 0.1, 0.0], [0.1, 0.1, 0.0], [0.0, -0.1, 0.1], [0.0, -0.1, 0.1], [0.0, 0.1, -0.1], [-0.1, 0.0, -0.1], [-0.1, 0.1, 0.0], [-0.1, 0.0, 0.1]]}